(1)
C4H12NO2P | ωB97M-V/def2-TZVPD

The total energy comes out at -19210.970 eV. Its multiplicity is 3. For the highest occupied orbital energy (alpha / beta), the calculation gives -3.9 / -9.9 eV. The LUMO energy (alpha / beta) is 0.95 / -2.61 eV.

The geometry in XYZ format:
```
20
C4H12NO2P (ωB97M-V/def2-TZVPD)
C 2.8204 -0.1330 0.3884
C -1.5086 1.3243 0.4809
C 1.4685 0.5372 0.3977
C -1.4169 -0.1878 0.0717
N -1.5064 -0.1390 -1.3252
O -2.3718 -1.1546 0.6038
O 0.6451 -1.6854 -0.7800
P 0.2675 -0.9021 0.5654
H 3.5731 0.2419 1.0446
H 2.6934 -1.1830 0.5616
H 3.1203 -0.0403 -0.6528
H -1.6463 1.4412 1.5939
H -2.4446 1.6788 0.1117
H -0.6304 1.8367 0.1695
H 1.2620 1.1867 1.2070
H 1.2067 1.1280 -0.5618
H -1.6389 -1.0671 -1.7115
H -2.3745 0.1947 -1.6246
H -1.8973 -1.8216 1.0604
H 0.3788 -1.2556 -1.6007
```



(2)
C4H12NO2PS | ωB97M-V/def2-TZVPD

The SMILES is C=P(O)(O)N=S(=C)(C)C. The total energy comes out at -30046.810 eV. For the highest occupied orbital energy, the calculation gives -8.1 eV. The LUMO energy is 0.44 eV.

The geometry in XYZ format:
```
21
C4H12NO2PS (ωB97M-V/def2-TZVPD)
C 2.5154 1.5366 0.2052
C -2.2170 -1.6298 0.3516
C -1.1994 1.2616 1.0313
C -1.2500 0.0159 -1.7157
N 0.3586 -1.0572 0.5701
O 2.9673 -0.9253 1.2293
O 2.2865 -0.7614 -1.3228
P 1.9953 -0.0783 0.2002
S -1.0467 -0.5197 0.1351
H 2.0840 2.1402 -0.5860
H 2.4588 1.9242 1.1191
H -2.1372 -2.1228 1.3070
H -3.2198 -1.4741 -0.0090
H -0.3665 1.8711 0.8273
H -2.1153 1.5795 0.5515
H -1.2878 1.2110 2.1470
H -0.8493 0.9875 -1.9869
H -0.9260 -0.9409 -2.3386
H -2.3038 0.1005 -1.8299
H 2.5752 -1.7025 1.5248
H 1.6777 -1.4158 -1.4106
```



(3)
C4H12NO2S | ωB97M-V/def2-TZVPD

As for the net charge: -1. The total energy comes out at -20762.433 eV. For the highest occupied orbital energy, the calculation gives -3.2 eV. The LUMO energy is 3.79 eV.

The geometry in XYZ format:
```
20
C4H12NO2S (ωB97M-V/def2-TZVPD)
C -1.0871 -0.3109 -0.2244
N -0.1782 0.8440 0.0542
C -0.6306 1.8105 0.9887
O -0.6200 1.6542 2.4180
C -0.2016 -1.3828 -0.9012
C 0.4345 -2.3987 -0.0122
S 1.2641 -1.5167 1.3953
H -1.4399 -0.7059 0.6245
H -1.8371 0.0983 -0.8297
H 0.5015 0.2579 0.6394
H -0.0414 2.7684 0.9978
H -1.7787 2.0090 0.7659
H 0.5173 -0.8827 -1.5065
H -0.7153 -1.9177 -1.7115
H 1.2143 -3.1628 -0.3535
H -0.4964 -2.9239 0.2971
H -0.0711 0.7536 2.6864
H 1.0340 1.4302 -1.5119
H 2.4319 1.7461 -1.6369
O 1.6996 1.8300 -2.1795
```



(4)
C4H12NO2S | ωB97M-V/def2-TZVPD

As for the net charge: -1. The total energy comes out at -20761.998 eV. For the highest occupied orbital energy, the calculation gives -3.0 eV. The LUMO energy is 3.58 eV.

The geometry in XYZ format:
```
20
C4H12NO2S (ωB97M-V/def2-TZVPD)
C 0.5516 2.0663 0.7788
C -0.0779 0.7558 -0.0249
C -1.5218 0.9771 -0.3786
S -1.7018 0.3193 -2.1157
N 0.0417 -0.4569 0.8485
C 1.3853 -0.9119 1.3268
O 2.2131 -1.6721 0.3224
H 0.1551 2.9181 0.1651
H 0.1292 1.9794 1.6952
H 1.6157 2.1898 0.7112
H 0.6536 0.6799 -0.7909
H -2.2337 0.6470 0.2380
H -1.7652 1.9429 -0.6903
H 2.1953 -1.3768 -0.4919
H -0.6018 -1.1983 0.5428
H 1.8982 0.0040 1.5512
H 1.2148 -1.7018 2.1675
H -2.0072 -2.2724 -1.5517
H -0.7964 -2.0505 -2.2100
O -1.3477 -2.8388 -2.0937
```



(5)
C4H12NO3 | ωB97M-V/def2-TZVPD

As for the net charge: -1. The total energy comes out at -11974.491 eV. For the highest occupied orbital energy, the calculation gives -3.6 eV. The LUMO energy is 3.90 eV.

The geometry in XYZ format:
```
20
C4H12NO3 (ωB97M-V/def2-TZVPD)
C -0.2263 0.8542 -1.3629
C 0.7661 0.7832 -0.1842
C 0.5135 1.7843 0.9418
O 1.5313 1.4630 1.9434
N 0.7873 -0.6286 0.3209
C -0.4516 -1.0748 1.1585
O -1.4973 -1.2910 0.3634
H 0.4181 0.9999 -2.2599
H -0.7414 1.8304 -1.4410
H -0.8906 -0.0542 -1.3660
H 1.8055 0.9225 -0.4698
H 0.9542 2.8066 0.7623
H -0.4839 1.9243 1.3321
H 1.4502 0.5028 1.9842
H 0.7984 -1.3479 -0.4266
H -0.0291 -2.0155 1.6150
H -0.6203 -0.1501 1.7743
H -1.3802 -2.1792 -0.7887
H -1.6376 -2.3549 -2.2626
O -1.0664 -2.7750 -1.6340
```



(6)
C4H12NO3 | ωB97M-V/def2-TZVPD

As for the net charge: -1. The total energy comes out at -11974.799 eV. For the highest occupied orbital energy, the calculation gives -3.6 eV. The LUMO energy is 3.58 eV.

The geometry in XYZ format:
```
20
C4H12NO3 (ωB97M-V/def2-TZVPD)
C 0.2948 1.6061 -0.0807
C 1.0058 0.2283 0.1504
C 0.8861 -0.0741 1.6458
O 1.6776 0.8952 2.4079
N 0.4636 -0.8493 -0.6537
C -0.7184 -1.5950 -0.1348
O -1.8900 -0.9113 -0.2465
H -0.5282 1.7528 0.6321
H -0.4257 1.5651 -0.9131
H 1.0130 2.4078 -0.2290
H 2.0479 0.3932 -0.1508
H -0.0824 -0.0508 2.1183
H 1.4685 -1.0008 1.7599
H 2.3941 1.2017 1.8511
H 0.1975 -0.5221 -1.5755
H -0.7246 -2.5846 -0.6258
H -0.4602 -1.8053 0.9260
H -1.8919 -0.2556 -1.5503
H -2.6348 -0.5674 -2.8220
O -2.0931 0.1662 -2.5091
```



In order of appearance, relative energy (zero: lowest compared OMol25 entry of this formula, charge and spin) = 225.4; 642.6; 157.3; 199.3; 141.0; 111.3 kJ/mol.